# 1
{
  "formula": "CH14NO5",
  "method": "wB97M-V/def2-TZVPD",
  "charge": 1,
  "homo_energy_ev": -15.02,
  "e_tot_ha": -477.1706,
  "gap_ev": 11.01,
  "mol_weight_g_mol": 120.1,
  "symbols": ["C", "N", "H", "H", "H", "H", "H", "H", "O", "H", "H", "O", "H", "H", "O", "H", "H", "O", "H", "H", "O"],
  "xyz": [[-0.13479, 2.07061, 1.38474], [0.13552, 1.06219, 0.64623], [0.04913, 3.05464, 1.03683], [-0.77614, 1.88047, 2.33162], [-0.36505, 0.15012, 0.71124], [0.79240, 1.19307, -0.14792], [0.99886, -2.13356, -1.21510], [-0.56316, -2.04480, -1.63255], [0.07803, -2.31269, -1.05153], [2.47866, 0.30592, -1.99778], [1.48105, 0.87068, -3.03170], [1.56741, 0.66627, -2.12839], [-2.10494, -1.19357, 1.29048], [-1.09773, -1.92613, 0.34014], [-1.22674, -1.14520, 0.93696], [-1.92172, 0.37486, -2.35212], [-0.53350, 0.95532, -2.22315], [-1.07455, 0.16188, -1.99864], [0.16248, -0.49422, 2.26219], [1.11992, -0.51197, 3.51666], [0.70216, 0.07489, 2.80788]],
  "atomic_forces_ev_per_a": [[-2.3078, -2.0397, 1.0931], [0.6781, 2.0377, -1.1012], [0.9649, 0.8261, 0.1454], [1.1618, 0.5189, -1.8573], [0.1464, -0.1222, 0.1007], [-0.8627, -0.1718, 0.2149], [-0.1910, 0.3685, -0.8371], [-1.3593, 1.5664, -2.9677], [1.5623, -2.1028, 3.5987], [-1.0712, 0.5720, -0.3799], [0.0989, 0.3223, -1.9038], [1.4156, -0.7650, 2.3685], [-0.7693, -0.0198, 0.3696], [0.4412, 0.7895, 0.4299], [0.2839, -0.9096, -0.3196], [-1.2157, 0.1464, -0.4147], [-0.5230, -1.1077, 0.2903], [1.2249, 0.9492, 0.0588], [-0.1824, -0.8890, 0.2343], [-1.0014, 1.1290, -1.4777], [1.5058, -1.0986, 2.3546]]
}


# 2
{
  "formula": "C4H7NO2",
  "method": "wB97M-V/def2-TZVPD",
  "homo_energy_ev": -9.30,
  "e_tot_ha": -361.6767,
  "gap_ev": 8.81,
  "mol_weight_g_mol": 101.1,
  "symbols": ["N", "C", "O", "C", "C", "C", "O", "H", "H", "H", "H", "H", "H", "H"],
  "xyz": [[-0.41354, -0.76975, 2.47833], [0.51062, -0.71640, 1.48160], [1.52520, -0.04626, 1.47546], [-1.29693, -0.06289, -0.73379], [-0.61957, 0.93746, -1.47412], [0.84962, 0.56342, -1.51354], [0.11745, 0.65896, -2.68750], [-0.33331, -0.06445, 3.19684], [-1.35562, -1.02529, 2.21253], [-1.15409, -1.01457, -1.28380], [0.25536, -1.40796, 0.65860], [-0.80811, 1.99725, -1.31653], [1.19382, -0.42865, -1.22478], [1.52909, 1.37914, -1.26929]],
  "atomic_forces_ev_per_a": [[0.0623, 0.2224, -0.0323], [0.1400, 0.0317, 0.0520], [-0.4238, -0.2864, 0.0792], [0.2261, 0.1467, -0.4268], [-0.4897, 0.0882, 0.3904], [0.3714, -0.1436, 0.0495], [0.0206, -0.0456, -0.0755], [-0.0014, -0.0366, -0.0294], [0.2191, -0.0155, 0.0122], [0.0168, 0.0974, 0.0313], [0.0737, 0.0339, 0.0671], [0.0320, -0.1438, -0.0533], [-0.1022, 0.1654, -0.0733], [-0.1448, -0.1142, 0.0088]]
}


# 3
{
  "formula": "C2H3N4S2",
  "method": "wB97M-V/def2-TZVPD",
  "charge": 1,
  "homo_energy_ev": [-13.66, -13.69],
  "e_tot_ha": -1092.9017,
  "gap_ev": [6.16, 5.87],
  "mol_weight_g_mol": 147.2,
  "symbols": ["C", "C", "N", "N", "N", "N", "S", "S", "H", "H", "H"],
  "xyz": [[0.61643, 1.30453, 0.19677], [-1.54929, -0.05481, 0.21402], [-0.44639, 1.86655, 0.47468], [-1.57980, 1.21880, 0.61085], [-0.24278, -0.45459, 0.04274], [0.20877, -1.60579, -0.23557], [2.30859, 1.23197, 0.08965], [-2.72248, -1.14252, 0.13546], [-0.05621, -2.37461, -0.99465], [2.54407, 1.94490, -0.96092], [0.91909, -1.93443, 0.42698]],
  "atomic_forces_ev_per_a": [[0.3409, -1.3558, -0.5227], [1.3657, -1.5623, -1.3763], [-0.1800, -0.2221, 0.1557], [-0.6470, 2.7787, 0.7033], [0.4307, 1.0427, 0.5563], [1.2122, -2.9002, -1.0612], [-0.5180, -0.9379, 1.7680], [-1.5547, -0.6013, 0.0168], [-0.2923, 2.5872, 1.8953], [-0.2030, 0.9935, -1.4641], [0.0454, 0.1774, -0.6710]]
}


# 4
{
  "formula": "C4H8Cl8",
  "method": "wB97M-V/def2-TZVPD",
  "homo_energy_ev": -10.74,
  "smiles": "ClCCl.ClCCl.ClCCl.ClCCl",
  "e_tot_ha": -3838.7216,
  "gap_ev": 11.27,
  "mol_weight_g_mol": 339.7,
  "symbols": ["Cl", "C", "Cl", "H", "H", "Cl", "C", "Cl", "H", "H", "Cl", "C", "Cl", "H", "H", "Cl", "C", "Cl", "H", "H"],
  "xyz": [[-1.63239, 2.60735, -0.44520], [-0.71315, 1.14531, -0.88626], [-0.47629, 1.12380, -2.63044], [0.27268, 1.21629, -0.42669], [-1.25873, 0.24482, -0.60421], [-0.35480, 0.83073, 2.24931], [-0.83211, 1.37122, 3.86664], [0.68771, 1.43918, 4.82127], [-1.30816, 2.35002, 3.80797], [-1.45839, 0.64968, 4.39128], [1.76443, -2.10049, 2.22494], [2.73122, -0.77498, 1.55481], [2.25287, -0.40395, -0.14451], [2.66627, 0.06809, 2.24263], [3.75674, -1.14396, 1.53858], [0.38438, -1.78203, -4.68161], [-1.28355, -1.82143, -4.21740], [-2.23224, -0.78347, -5.28054], [-1.62752, -2.85409, -4.15907], [-1.33893, -1.38205, -3.22141]],
  "atomic_forces_ev_per_a": [[-0.0432, -0.2446, 0.1172], [0.0583, 0.4628, -0.0556], [0.1418, -0.1510, -0.2866], [-0.3997, -0.0921, -0.0115], [0.0782, 0.2892, 0.1142], [-0.5627, -0.0865, 0.1189], [0.7383, -0.1819, 0.3465], [-0.3953, 0.3402, 0.1705], [0.2782, -0.1494, 0.0048], [-0.0027, 0.0235, -0.4915], [-0.0583, 0.0900, -0.0422], [0.3778, -0.5363, -0.0706], [0.2976, 0.0099, 0.8919], [-0.3314, 0.1281, -0.5312], [-0.1678, 0.1832, -0.2198], [0.9390, -0.2326, -0.2453], [-0.3316, 0.2263, 0.9420], [-0.3671, -0.2580, -0.0936], [-0.1669, 0.2406, -0.4875], [-0.0826, -0.0614, -0.1706]]
}


# 5
{
  "formula": "C2H4P2",
  "method": "wB97M-V/def2-TZVPD",
  "homo_energy_ev": -9.01,
  "smiles": "[H]/P=C\\P=C",
  "e_tot_ha": -761.2077,
  "gap_ev": 8.03,
  "mol_weight_g_mol": 90.0,
  "symbols": ["H", "P", "C", "P", "C", "H", "H", "H"],
  "xyz": [[1.49290, 1.10811, 0.18585], [2.26715, -0.00253, 0.01998], [1.21243, -1.27759, 0.08193], [-0.59166, -1.34496, -0.03070], [-1.20661, 0.18143, 0.29608], [1.52510, -2.39565, -0.03113], [-2.28837, 0.18228, 0.31034], [-0.72988, 1.04979, 0.80219]],
  "atomic_forces_ev_per_a": [[-1.2900, 0.7501, 0.0253], [1.9064, -1.4734, -0.0070], [-0.4472, -1.6514, -0.3486], [-0.5898, 1.0814, -0.0056], [0.5345, -0.6156, 1.0572], [0.2239, 2.3032, 0.2478], [-0.1403, 0.2712, -0.2032], [-0.1975, -0.6654, -0.7660]]
}


# 6
{
  "formula": "C53H53BrClN2O4P2Si2Sn",
  "method": "wB97M-V/def2-TZVPD",
  "charge": 1,
  "homo_energy_ev": -10.10,
  "e_tot_ha": -6971.7389,
  "gap_ev": 7.43,
  "mol_weight_g_mol": 1134.2,
  "symbols": ["Sn", "C", "Si", "C", "C", "C", "C", "C", "C", "P", "C", "C", "C", "C", "C", "C", "C", "C", "C", "C", "C", "C", "C", "C", "C", "C", "C", "C", "P", "C", "C", "C", "C", "C", "C", "C", "C", "C", "C", "C", "C", "H", "H", "H", "H", "H", "H", "H", "H", "H", "H", "H", "H", "H", "H", "H", "H", "H", "H", "H", "H", "H", "H", "H", "H", "H", "H", "H", "H", "H", "H", "H", "Br", "O", "Cl", "O", "O", "O", "N", "C", "C", "N", "C", "C", "H", "H", "H", "H", "H", "H", "H", "H", "H", "H", "H", "C", "C", "C", "C", "C", "C", "Si", "C", "C", "C", "C", "C", "C", "H", "H", "H", "H", "H", "H", "H", "H", "H", "H", "H"],
  "xyz": [[-0.18012, 0.82785, -0.54081], [-2.14388, 2.78383, 1.57712], [-0.63885, 1.72896, 1.84822], [-1.08690, 0.52709, 3.22777], [-1.51567, 1.23888, 4.35815], [-2.06178, 0.60329, 5.45760], [-2.21840, -0.77363, 5.44014], [-1.79408, -1.49940, 4.34087], [-1.19367, -0.88153, 3.23741], [-0.55480, -1.91693, 1.85658], [-1.94858, -3.10642, 1.64707], [-3.26344, -2.63487, 1.61269], [-4.32087, -3.49772, 1.36520], [-4.08358, -4.84836, 1.14232], [-2.78102, -5.32636, 1.15661], [-1.71903, -4.46062, 1.40036], [0.72801, -3.02424, 2.56063], [1.71151, -3.41988, 1.65419], [2.68542, -4.34536, 2.01337], [2.69682, -4.87165, 3.29625], [1.72949, -4.47491, 4.21139], [0.75050, -3.56200, 3.84634], [0.89094, 2.77555, 2.15238], [0.65560, 4.15339, 2.21325], [1.68985, 5.06002, 2.39705], [2.98644, 4.59595, 2.52687], [3.24378, 3.22969, 2.47725], [2.21549, 2.30548, 2.30266], [2.55643, 0.49138, 2.23872], [2.30653, -0.02234, 3.98602], [2.49901, -1.37401, 4.28045], [2.37632, -1.83778, 5.58114], [2.04311, -0.95857, 6.60510], [1.84061, 0.38277, 6.31951], [1.97088, 0.85030, 5.01594], [4.40287, 0.39396, 2.12527], [4.98847, 0.34888, 0.85794], [6.36529, 0.25968, 0.70517], [7.18519, 0.21302, 1.82278], [6.61984, 0.27270, 3.08955], [5.24251, 0.36172, 3.24181], [-2.44570, 3.27550, 2.50719], [-1.97634, 3.54165, 0.81086], [-2.96909, 2.14644, 1.24763], [-1.43027, 2.32431, 4.37302], [-2.38337, 1.17952, 6.31796], [-2.67456, -1.28331, 6.28020], [-1.96414, -2.56862, 4.32423], [-3.46349, -1.58158, 1.77475], [-5.33398, -3.11310, 1.34402], [-4.91158, -5.52469, 0.96729], [-2.58611, -6.38082, 0.99509], [-0.70732, -4.84873, 1.42170], [1.70367, -3.00629, 0.65206], [3.43091, -4.65291, 1.29245], [3.45665, -5.58867, 3.58372], [1.73192, -4.88392, 5.21439], [0.01668, -3.26239, 4.58175], [-0.35312, 4.53369, 2.09576], [1.47993, 6.12299, 2.42725], [3.80233, 5.29253, 2.67457], [4.26234, 2.88631, 2.58936], [2.77245, -2.06439, 3.48701], [2.53876, -2.88744, 5.79548], [1.94578, -1.32010, 7.62183], [1.58375, 1.07518, 7.11396], [1.83033, 1.90525, 4.80935], [4.36321, 0.39318, -0.02401], [6.79674, 0.22460, -0.28888], [8.25869, 0.12942, 1.70695], [7.25400, 0.25540, 3.96859], [4.82448, 0.41802, 4.23798], [-0.56001, 3.08045, -1.65767], [-4.09285, -1.12517, -1.87869], [-3.42684, 0.10145, -1.44243], [-3.03156, 0.88532, -2.57791], [-4.28731, 0.80444, -0.55956], [-2.21835, -0.34930, -0.69165], [-3.35030, -3.03505, -3.61770], [-2.66392, -2.43673, -4.80630], [-1.44504, -1.65804, -4.32766], [-0.52835, -2.44523, -3.51316], [-1.20755, -3.13085, -2.41559], [-2.42122, -3.94096, -2.86595], [-4.18684, -3.53518, -3.90365], [-3.66418, -2.28165, -2.96627], [-3.36452, -1.78905, -5.32907], [-2.37244, -3.25646, -5.45911], [-1.78874, -0.79959, -3.74775], [-0.92439, -1.26143, -5.19847], [-0.00687, -3.10337, -4.07902], [-1.52967, -2.39019, -1.67818], [-0.50806, -3.80018, -1.91950], [-2.95442, -4.35697, -2.01282], [-2.12604, -4.74523, -3.53909], [1.94987, 3.21424, -5.80408], [1.40250, 1.94390, -5.93618], [1.36823, 1.09028, -4.84375], [1.88498, 1.48958, -3.60734], [2.41853, 2.77588, -3.48695], [2.45601, 3.62935, -4.57967], [1.91152, 0.42316, -2.09754], [2.70331, -1.24480, -2.28883], [2.79615, -1.88212, -3.53170], [3.53629, -3.04723, -3.67825], [4.21557, -3.57929, -2.58779], [4.13674, -2.95465, -1.35027], [3.37378, -1.80348, -1.19788], [1.97908, 3.88064, -6.65749], [0.99799, 1.62239, -6.88835], [0.93237, 0.10371, -4.96423], [2.80498, 3.11316, -2.52992], [2.87302, 4.62378, -4.47277], [2.66195, 1.17216, -1.06453], [2.31118, -1.45155, -4.40163], [3.60401, -3.52701, -4.64777], [4.82125, -4.47023, -2.71099], [4.68595, -3.35165, -0.50473], [3.32173, -1.32337, -0.22384]],
  "atomic_forces_ev_per_a": [[0.0247, -0.0696, 0.2220], [-0.1042, 0.1276, -0.0198], [0.1849, -0.3711, -0.0840], [0.0948, -0.3551, -0.0774], [0.0380, 0.0120, -0.1148], [-0.0002, 0.0246, 0.1201], [-0.0146, -0.0365, 0.0250], [0.0085, 0.0471, -0.0674], [0.0336, 0.1954, 0.2113], [-0.2290, 0.2187, -0.2256], [0.0325, 0.0237, -0.0891], [0.0406, 0.0458, -0.0937], [-0.0088, 0.0485, -0.0383], [-0.0080, -0.0218, -0.0361], [0.0795, 0.0114, -0.0225], [-0.0349, 0.0128, 0.0346], [-0.2015, -0.1948, -0.1758], [-0.0617, -0.1207, -0.0252], [-0.0486, 0.1176, -0.0466], [-0.0119, -0.0057, 0.0713], [-0.1806, -0.2119, -0.2539], [-0.2355, -0.3105, -0.1845], [-0.0126, -0.0017, 0.0852], [0.0087, -0.0195, -0.0465], [0.0056, 0.0509, 0.0054], [-0.0036, -0.0619, -0.0092], [-0.0823, -0.0002, 0.0598], [0.0724, 0.0514, -0.0087], [0.1007, 0.0548, 0.1019], [0.0524, -0.0688, -0.1003], [0.3578, 0.2200, 0.0351], [0.1383, 0.2604, 0.2767], [0.0390, -0.0813, -0.0756], [-0.0950, 0.1492, -0.0468], [0.0177, 0.0567, 0.1092], [-0.0794, 0.1031, -0.0198], [-0.0402, 0.0788, 0.0731], [-0.0068, 0.0148, -0.0431], [-0.0322, -0.0155, 0.0226], [0.0020, 0.0084, 0.0352], [-0.0657, 0.0265, -0.0618], [-0.0017, -0.0391, -0.0806], [-0.0416, -0.0410, 0.0424], [0.0050, 0.0404, 0.0477], [-0.0054, -0.1105, 0.0305], [0.0291, -0.0253, -0.0621], [0.0076, 0.0166, -0.0319], [0.0236, -0.0114, -0.0023], [-0.0055, -0.0128, 0.0327], [0.0490, -0.0067, 0.0286], [0.0249, 0.0132, 0.0093], [-0.0066, 0.0505, 0.0084], [-0.0274, -0.0217, 0.0121], [0.0254, 0.0175, -0.0117], [0.0253, 0.0094, -0.0207], [-0.0335, 0.0293, -0.0077], [-0.0040, -0.0185, -0.0356], [0.0289, 0.0174, -0.0303], [0.0719, -0.0156, 0.0138], [0.0117, -0.0637, 0.0150], [-0.0005, -0.0277, -0.0259], [0.0534, -0.0511, -0.0087], [0.1150, 0.2129, 0.2010], [0.0528, 0.2629, 0.0617], [0.0102, 0.0199, -0.0299], [0.0137, -0.0425, -0.0574], [-0.0280, -0.0289, 0.0113], [0.0707, 0.0637, 0.0445], [-0.0375, -0.0018, 0.0454], [-0.0279, 0.0270, 0.0146], [-0.0376, -0.0167, -0.0473], [-0.0460, -0.0464, 0.0262], [-0.1313, -0.1268, 0.0574], [0.2166, 0.2857, 0.1497], [-0.9577, 0.1811, -0.4047], [0.0288, -0.5135, 0.5606], [0.3704, -0.0639, -0.1133], [0.5922, 0.3799, -0.2215], [0.1297, -0.1906, -0.0398], [0.0409, 0.1338, 0.0205], [0.0099, -0.0764, 0.1199], [-0.1916, 0.0279, 0.0461], [-0.0155, 0.1332, -0.1464], [0.1420, 0.0222, 0.1345], [-0.0495, -0.1139, -0.0638], [0.1080, 0.1729, -0.0346], [-0.0890, -0.0076, 0.0404], [-0.0382, -0.1038, -0.0598], [0.0361, 0.0634, 0.0318], [0.0151, -0.0201, -0.0069], [0.0570, -0.0063, -0.0123], [0.0326, -0.0266, -0.0011], [0.0470, -0.0188, 0.0512], [-0.0738, 0.0239, 0.0305], [-0.0627, -0.0361, -0.0557], [-0.0038, -0.0252, 0.0188], [-0.0087, 0.0015, 0.0445], [0.0103, 0.0422, -0.0108], [-0.1958, -0.0563, -0.0903], [0.0550, -0.0303, -0.0625], [-0.0010, 0.0308, -0.0100], [-0.0614, -0.1181, 0.2572], [-0.0403, -0.0743, -0.0883], [0.0391, -0.0101, 0.0340], [-0.0329, 0.0485, 0.0354], [-0.0010, 0.0070, -0.0074], [-0.0282, -0.0396, 0.0247], [-0.0362, -0.0772, -0.0107], [-0.0050, -0.0142, 0.0387], [0.0281, 0.0161, 0.0240], [-0.0008, 0.0576, 0.0492], [-0.0314, -0.0056, -0.0876], [-0.0147, -0.0564, -0.0129], [0.0711, 0.0847, 0.0399], [0.0567, -0.0546, 0.0843], [0.0192, 0.0267, 0.0383], [-0.0499, 0.0490, 0.0263], [-0.0288, 0.0069, -0.0089], [-0.0465, -0.1420, -0.1238]]
}